Molecular formula: C14H16N4O4S2
Method: DFT, wB97M-V/def2-TZVPD

The geometry in XYZ format:
```
40
Properties=species:S:1:pos:R:3:forces:R:3
C -0.3823 -1.6363 -1.8845 0.1 0.1 -0.2
O -0.8857 -2.2064 -0.6974 -0.1 -0.2 0.3
C -1.8738 -1.5548 -0.0319 -0.2 0.1 0.1
C -2.3217 -2.1547 1.1490 0.1 0.0 -0.2
C -3.3182 -1.5660 1.8980 0.1 0.0 0.0
C -3.8752 -0.3591 1.5041 0.0 0.3 -0.2
C -3.4153 0.2558 0.3490 -0.2 -0.6 0.2
C -3.9910 1.5573 -0.0726 0.1 0.2 -0.1
O -5.1684 1.8074 -0.1228 -0.1 -0.1 0.1
N -3.0634 2.5169 -0.4686 -0.6 0.4 -0.3
C -1.7139 2.5057 -0.3028 1.2 -0.6 1.1
N -0.8922 3.0677 -1.1329 -1.5 0.3 -0.6
N 0.3776 2.9348 -0.7930 1.9 0.0 0.2
C 0.5607 2.3075 0.3107 -0.5 -0.2 0.7
S 2.0887 1.6499 0.9622 -0.4 0.2 -0.5
O 1.8185 1.3126 2.3261 -0.2 -0.2 0.0
O 3.1698 2.5307 0.6570 -0.1 -0.1 -0.3
N 2.0948 0.2630 0.0238 0.1 0.8 0.7
C 3.0487 0.3049 -1.0723 0.4 0.2 -0.5
C 4.2920 -0.3763 -0.5041 -0.1 0.0 -0.1
C 3.6955 -1.5110 0.3353 0.0 0.1 -0.1
C 2.2974 -0.9967 0.7335 -0.2 -0.6 0.5
S -0.8993 1.7758 1.0900 -0.1 0.7 -0.7
C -2.4361 -0.3525 -0.4367 0.0 -0.2 -0.2
H 0.0640 -0.6536 -1.6988 0.0 0.0 0.0
H 0.3868 -2.3229 -2.2347 0.0 0.1 0.0
H -1.1602 -1.5498 -2.6491 0.0 0.0 0.0
H -1.8712 -3.0870 1.4501 0.1 -0.1 0.0
H -3.6621 -2.0465 2.8007 0.0 0.0 0.1
H -4.6477 0.1161 2.0871 -0.1 0.0 0.1
H -3.4440 3.3087 -0.9764 0.0 -0.1 0.1
H 2.6353 -0.2584 -1.9141 0.0 0.1 0.0
H 3.2105 1.3401 -1.3636 0.0 -0.1 -0.2
H 4.8202 0.3353 0.1311 0.0 0.0 0.0
H 4.9665 -0.7335 -1.2789 0.1 0.0 0.0
H 3.6030 -2.4174 -0.2633 0.0 0.0 0.0
H 4.3045 -1.7361 1.2078 0.0 -0.1 0.0
H 2.2040 -0.8016 1.8012 0.0 -0.2 -0.1
H 1.5106 -1.6947 0.4357 0.0 0.0 0.1
H -2.1268 0.1245 -1.3540 0.1 0.0 -0.1
```
Positions in Å, forces in eV/Å.

Calculated values
Highest occupied orbital energy ... -0.3378 hartree
Kohn-Sham gap ... 9.1 eV
Relative energy (zero: lowest compared OMol25 entry of this formula, charge and spin) ... 68.8 kcal/mol
SMILES ... COc1cccc(C(=O)Nc2nnc(S(=O)(=O)N3CCCC3)s2)c1
LUMO energy ... -0.08 eV
Molar mass ... 368.440 g mol⁻¹

Molecular formula: C14H16N6O4S2
Method: DFT, wB97M-V/def2-TZVPD

The geometry in XYZ format:
```
42
Properties=species:S:1:pos:R:3:forces:R:3
N -3.7372 1.1168 4.0558 -0.3 0.0 -2.1
S -4.0716 2.3115 2.8486 1.1 0.9 1.9
O -5.4162 2.8199 2.8205 0.3 -1.5 -0.2
O -3.0648 3.2729 3.2168 0.7 1.0 -0.8
C -3.5436 1.6225 1.3148 1.9 -1.4 -0.1
C -4.4007 1.5111 0.2601 -2.4 1.1 -0.1
C -3.9149 1.0331 -0.9602 -0.3 1.1 -0.9
C -2.5704 0.7302 -1.1104 -1.9 -1.0 -1.5
C -1.7002 0.6937 -0.0264 1.2 -0.1 -1.2
C -0.3297 0.2335 -0.1260 2.6 -1.3 0.7
C 0.7934 -0.2514 0.0631 -3.8 1.4 -0.8
C 2.0322 -0.9741 0.3095 1.1 0.6 -0.8
N 2.7624 -1.4241 -0.9330 -0.9 0.8 0.5
C 2.9424 -0.1539 -1.8011 -1.9 -0.7 -0.5
C 3.9144 -0.3587 -2.9747 -0.4 -0.7 1.3
S 3.3738 -1.8363 -3.8364 2.4 -3.2 -3.8
O 2.0606 -1.6961 -4.4334 0.1 0.5 1.2
O 4.4106 -2.3380 -4.8032 -1.5 1.7 2.2
C 3.4064 -3.1215 -2.5311 0.6 1.9 1.6
C 2.2823 -2.7469 -1.5335 0.9 2.3 -1.7
C -2.1549 1.1471 1.1664 -2.4 1.5 2.3
C -1.2948 0.9742 2.3639 0.0 1.2 0.6
N -1.2739 -0.1607 2.9913 2.2 0.5 0.8
N -0.2789 0.0132 3.9464 1.1 0.2 0.0
N 0.2741 1.2066 3.9238 -2.9 -1.4 -0.2
N -0.4413 1.8718 2.9923 -0.9 -0.4 -1.7
H -4.1713 1.5421 4.8416 -0.6 0.2 1.2
H -2.7141 1.2345 4.1756 -1.0 -0.3 0.1
H -5.4878 1.9186 0.3486 2.1 -1.0 -0.1
H -4.5815 1.1048 -1.8732 0.9 -0.4 1.3
H -2.3957 0.3622 -2.1299 1.0 0.2 0.6
H 2.7391 -0.2458 0.7930 -0.6 -0.9 0.0
H 1.7264 -1.7830 0.9891 0.7 0.0 -0.2
H 1.9653 0.3156 -2.1797 0.9 -1.2 0.3
H 3.2856 0.6594 -1.1735 0.6 -0.2 0.5
H 4.8823 -0.6129 -2.5493 0.2 -0.1 -0.2
H 4.0325 0.5135 -3.6158 -0.3 -0.3 -0.2
H 3.3422 -4.1242 -2.8907 -0.4 -0.4 -1.0
H 4.4409 -3.0530 -2.0368 -1.5 0.2 -0.6
H 2.2084 -3.5246 -0.8176 -0.1 -0.3 1.2
H 1.3149 -2.6826 -2.0931 0.6 0.1 0.5
H -0.6468 2.8790 3.0077 0.7 -0.5 -0.1
```
Positions in Å, forces in eV/Å.

Calculated values
Highest occupied orbital energy ... -0.3562 hartree
Kohn-Sham gap ... 9.3 eV
SMILES ... NS(=O)(=O)c1cccc(C#CCN2CCS(=O)(=O)CC2)c1-c1nnn[nH]1
LUMO energy ... -0.39 eV
Molar mass ... 396.454 g mol⁻¹

Molecular formula: C14H16O
Method: DFT, wB97M-V/def2-TZVPD

The geometry in XYZ format:
```
31
Properties=species:S:1:pos:R:3:forces:R:3
C 1.4705 1.5577 4.5203 -0.7 -0.6 -1.8
C 1.4701 1.0916 3.0268 -1.9 2.8 3.1
C 0.8126 2.0272 2.1933 1.4 -1.2 -1.2
C 1.0643 1.9327 0.8291 -0.3 -0.2 0.0
C 1.7847 0.8313 0.3504 1.0 -2.1 0.3
O 2.2678 0.6095 -0.9353 -2.3 1.5 -2.3
C 2.1461 -0.2688 1.1937 -1.1 3.1 1.6
C 2.0111 -0.0754 2.6151 0.3 -1.6 -2.8
H 0.4621 1.7747 4.8404 -0.4 -0.2 0.2
H 1.9698 2.5022 4.5827 0.7 0.4 0.1
H 1.9248 0.8355 5.1518 0.4 -0.5 0.7
H 0.1496 2.8194 2.5285 0.4 -0.1 0.4
H 0.6373 2.7117 0.2075 0.2 -0.2 -0.4
H 1.6283 0.9410 -1.6921 1.9 -0.7 2.6
H 2.5447 -1.1380 0.7546 0.4 -0.9 -0.4
H 2.2120 -0.9189 3.2864 0.3 0.7 -0.1
C -1.6036 -0.6587 -4.3076 0.9 -0.1 0.0
C -1.7008 -0.9704 -2.8413 -1.3 -1.1 -1.8
C -0.7925 -0.5212 -1.9044 -1.3 0.7 -2.3
C -1.1171 -0.6551 -0.6313 -1.1 -1.8 3.0
C -2.1997 -1.4640 -0.2110 -0.1 1.3 -0.9
C -3.0798 -1.9911 -1.1360 2.9 0.1 -1.4
C -2.7646 -1.7991 -2.4957 -0.3 0.0 1.2
H -2.4014 -1.1889 -4.8465 0.7 -0.2 -0.1
H -0.5525 -0.9142 -4.6156 -1.1 0.3 -0.4
H -1.8298 0.3955 -4.4932 0.4 0.1 0.0
H -0.0238 0.1295 -2.2140 1.0 0.4 -0.4
H -0.4673 -0.2651 0.0937 0.6 0.5 1.1
H -2.4183 -1.5767 0.8141 0.1 -0.2 1.1
H -3.6325 -2.8357 -0.8994 -1.8 -0.9 0.7
H -3.3533 -2.3671 -3.2250 0.3 0.6 0.0
```
Positions in Å, forces in eV/Å.

Calculated values
Highest occupied orbital energy ... -0.3074 hartree
Kohn-Sham gap ... 9.1 eV
Relative energy (zero: lowest compared OMol25 entry of this formula, charge and spin) ... 43.9 kcal/mol
SMILES ... Cc1ccc(O)cc1.Cc1ccccc1
LUMO energy ... 0.77 eV
Molar mass ... 200.281 g mol⁻¹